# 1
8 unconnected molecules or ions with the total composition C40H103N7O13 in a non-equilibrium geometry, computed with wB97M-V/def2-TZVPD.

Last column: Mulliken charge in e.
Geometry (Å):
C1 -3.745 -34.129 -4.760  -1.071
C2 -4.370 -35.450 -4.549  -0.119
O1 -5.560 -35.509 -5.316  -0.521
H1 -4.351 -33.240 -4.588  0.310
H2 -3.453 -34.134 -5.810  0.257
H3 -2.804 -34.059 -4.213  0.336
H4 -4.530 -35.575 -3.478  0.274
H5 -3.709 -36.249 -4.887  0.239
H6 -6.076 -36.270 -5.039  0.295
C3 0.727 -19.200 -2.726  -0.758
O2 -0.464 -19.653 -3.412  -0.321
C4 -0.338 -20.153 -4.738  -0.486
C5 -1.723 -20.793 -5.065  -0.887
N1 -2.303 -21.789 -4.107  -0.496
C6 -1.463 -23.036 -3.988  -0.464
C7 -1.561 -23.784 -5.316  -0.443
O3 -1.058 -25.047 -5.156  -0.336
C8 -0.935 -25.896 -6.263  -0.729
H7 1.024 -18.185 -2.986  0.276
H8 1.580 -19.826 -2.988  0.317
H9 0.600 -19.246 -1.644  0.257
H10 0.528 -20.779 -4.953  0.381
H11 -0.257 -19.324 -5.441  0.413
H12 -1.754 -21.057 -6.122  0.398
H13 -2.454 -19.987 -5.007  0.410
H14 -2.244 -21.319 -3.215  0.336
H15 -1.718 -23.693 -3.157  0.399
H16 -0.477 -22.717 -3.650  0.277
H17 -0.942 -23.349 -6.101  0.259
H18 -2.566 -23.790 -5.737  0.353
H19 -0.260 -25.397 -6.958  0.314
H20 -1.903 -26.129 -6.708  0.283
H21 -0.405 -26.817 -6.019  0.248
C9 6.343 -34.878 -1.295  -0.735
O4 4.936 -34.424 -1.146  -0.321
C10 4.105 -35.313 -0.489  -0.534
C11 2.705 -34.691 -0.294  -0.418
N2 2.155 -35.244 0.962  -0.420
C12 0.707 -34.954 1.077  -0.651
C13 0.009 -35.446 2.350  -0.577
O5 -0.307 -36.840 2.153  -0.290
C14 -0.887 -37.495 3.262  -0.810
H22 6.745 -35.512 -0.505  0.323
H23 6.889 -33.935 -1.285  0.253
H24 6.571 -35.480 -2.175  0.286
H25 4.502 -35.668 0.462  0.382
H26 3.937 -36.192 -1.110  0.284
H27 1.978 -34.964 -1.059  0.295
H28 2.820 -33.607 -0.296  0.303
H29 2.252 -36.249 0.924  0.238
H30 0.180 -35.337 0.203  0.377
H31 0.588 -33.870 1.073  0.407
H32 -0.920 -34.877 2.388  0.351
H33 0.529 -35.152 3.262  0.362
H34 -0.173 -37.690 4.062  0.306
H35 -1.418 -38.416 3.022  0.278
H36 -1.736 -36.985 3.717  0.315
C15 -12.589 -23.187 -2.667  -0.688
O6 -13.844 -23.747 -2.936  -0.322
C16 -14.000 -24.728 -3.964  -0.203
C17 -15.422 -25.337 -3.699  -0.710
N3 -15.522 -26.648 -4.416  -0.357
C18 -14.924 -27.752 -3.692  -0.507
C19 -14.308 -28.648 -4.757  -0.557
O7 -13.739 -29.799 -4.028  -0.356
C20 -12.302 -29.616 -3.958  -0.667
H37 -12.303 -22.862 -3.668  0.313
H38 -11.929 -23.864 -2.126  0.242
H39 -12.817 -22.290 -2.092  0.242
H40 -13.326 -25.547 -3.714  0.131
H41 -13.849 -24.374 -4.984  0.319
H42 -16.211 -24.646 -3.995  0.398
H43 -15.568 -25.635 -2.660  0.296
H44 -16.501 -26.753 -4.642  0.266
H45 -15.857 -28.228 -3.389  0.255
H46 -14.150 -27.621 -2.936  0.413
H47 -13.573 -28.048 -5.293  0.386
H48 -15.012 -29.142 -5.427  0.293
H49 -11.978 -28.629 -3.628  0.284
H50 -11.890 -29.938 -4.915  0.279
H51 -11.937 -30.399 -3.294  0.250
C21 -13.174 -40.351 -6.020  -0.735
O8 -12.158 -40.560 -5.081  -0.270
C22 -11.524 -39.395 -4.571  -0.726
C23 -11.034 -39.851 -3.203  -0.566
N4 -9.692 -40.373 -3.379  -0.379
C24 -9.109 -40.755 -2.081  -0.779
C25 -8.200 -42.021 -2.242  -0.470
O9 -8.728 -43.048 -3.084  -0.287
C26 -7.842 -44.116 -3.122  -0.813
H52 -13.903 -39.713 -5.520  0.294
H53 -13.575 -41.297 -6.382  0.215
H54 -12.681 -39.835 -6.845  0.290
H55 -12.235 -38.570 -4.524  0.520
H56 -10.758 -39.081 -5.280  0.328
H57 -11.684 -40.644 -2.832  0.360
H58 -11.102 -38.963 -2.576  0.378
H59 -9.700 -41.186 -3.978  0.336
H60 -9.821 -40.900 -1.269  0.351
H61 -8.613 -39.834 -1.773  0.314
H62 -7.977 -42.445 -1.263  0.418
H63 -7.291 -41.592 -2.666  0.311
H64 -7.627 -44.706 -2.231  0.291
H65 -6.901 -43.858 -3.607  0.347
H66 -8.264 -44.751 -3.901  0.272
C27 -4.618 -40.897 -11.493  -0.688
O10 -4.984 -39.607 -11.920  -0.340
C28 -4.643 -38.547 -11.002  -0.702
C29 -3.488 -37.670 -11.576  -0.588
N5 -2.280 -38.475 -11.578  -0.152
C30 -1.214 -37.812 -12.252  -0.614
C31 0.179 -38.016 -11.683  -0.732
O11 0.256 -37.753 -10.266  -0.334
C32 1.134 -36.690 -9.922  -0.709
H67 -3.535 -40.999 -11.422  0.264
H68 -4.916 -41.647 -12.226  0.268
H69 -5.096 -41.269 -10.588  0.299
H70 -4.516 -38.842 -9.961  0.373
H71 -5.511 -37.891 -10.927  0.388
H72 -3.498 -36.823 -10.891  0.337
H73 -3.671 -37.266 -12.572  0.438
H74 -1.738 -38.555 -10.730  0.257
H75 -1.469 -36.760 -12.380  0.378
H76 -1.074 -38.343 -13.193  0.234
H77 0.963 -37.634 -12.337  0.479
H78 0.430 -39.077 -11.693  0.331
H79 1.316 -36.793 -8.852  0.218
H80 0.643 -35.735 -10.109  0.286
H81 2.056 -36.677 -10.503  0.308
C33 0.570 -43.679 -6.667  -1.462
C34 1.385 -43.387 -5.411  0.579
C35 1.940 -41.976 -5.382  -0.718
O12 2.869 -41.860 -4.331  -0.369
C36 4.212 -42.014 -4.732  -0.614
N6 0.648 -43.803 -4.256  -0.700
H82 -0.268 -43.003 -6.836  0.306
H83 0.133 -44.675 -6.595  0.387
H84 1.187 -43.692 -7.566  0.382
H85 2.268 -44.009 -5.557  0.083
H86 1.142 -41.242 -5.275  0.371
H87 2.410 -41.787 -6.347  0.403
H88 4.211 -43.058 -5.045  0.250
H89 5.103 -41.734 -4.169  0.287
H90 4.375 -41.261 -5.503  0.244
H91 1.244 -44.555 -3.940  0.297
H92 0.712 -43.188 -3.457  0.274
C37 -9.404 -30.174 -12.183  -1.485
C38 -9.706 -31.601 -12.628  0.541
C39 -8.731 -32.329 -13.624  -0.651
O13 -8.827 -31.567 -14.763  -0.307
C40 -8.095 -31.933 -15.878  -0.732
N7 -10.011 -32.315 -11.440  -0.701
H93 -9.413 -29.554 -13.079  0.378
H94 -8.349 -30.082 -11.923  0.348
H95 -10.066 -29.833 -11.387  0.383
H96 -10.668 -31.442 -13.115  0.129
H97 -9.027 -33.331 -13.936  0.397
H98 -7.721 -32.450 -13.233  0.349
H99 -8.747 -32.548 -16.498  0.260
H100 -7.215 -32.501 -15.577  0.315
H101 -7.933 -31.072 -16.527  0.240
H102 -9.274 -32.160 -10.766  0.272
H103 -9.911 -33.285 -11.702  0.262

Atomic forces in eV per Å
C 1.22 0.54 -1.17
C -0.45 -0.44 0.55
O -0.36 0.09 0.10
H -0.21 -0.33 0.25
H 0.03 0.47 -0.20
H -0.07 0.08 0.23
H -0.44 -0.32 0.15
H 0.30 -0.03 0.11
H -0.02 -0.07 -0.02
C -0.12 -0.47 -0.87
O 0.96 0.00 0.79
C -1.28 0.31 -0.11
C -0.24 0.35 0.86
N 1.16 -0.69 -0.61
C -0.51 1.26 -0.32
C 0.76 0.55 -0.69
O 0.44 -2.43 1.79
C 0.44 0.82 -0.27
H -0.33 0.21 -0.20
H 0.04 -0.27 0.00
H -0.41 -0.12 -0.16
H 0.11 -0.39 0.63
H 0.13 0.31 -0.14
H 0.10 -0.69 0.13
H 0.14 0.31 0.02
H -0.18 0.09 0.21
H -0.97 0.04 -0.16
H 0.70 -0.25 -0.82
H 0.13 0.85 -0.15
H -0.49 0.08 0.40
H -0.20 0.07 -0.71
H -0.05 0.01 -0.20
H -0.31 0.04 0.58
C -1.02 0.84 0.34
O 2.44 -0.24 -0.37
C -1.39 -0.75 -0.56
C 0.29 -0.76 0.88
N -0.64 0.77 0.41
C 0.75 0.10 0.54
C -0.51 -0.15 -1.33
O 0.20 0.18 0.59
C -0.58 0.10 0.61
H -0.60 0.19 0.71
H 0.19 -0.26 -0.27
H -0.60 0.35 -0.54
H 0.10 0.29 0.28
H 0.22 -0.49 -0.14
H 0.36 0.12 -0.77
H -0.20 0.06 0.41
H 0.10 -0.23 0.01
H -0.37 -0.12 -0.09
H 0.10 0.14 -0.07
H -0.42 -0.06 0.06
H 0.49 -0.70 0.11
H 0.22 -0.05 -0.03
H 0.77 -0.31 -0.80
H 0.09 0.99 0.02
C -1.04 0.42 -1.22
O -1.50 -0.42 0.14
C -0.97 -0.61 2.42
C 0.98 -1.01 -0.97
N 0.66 3.39 -0.46
C -2.12 -1.40 -2.14
C 0.23 -1.67 1.50
O 1.32 1.73 -0.67
C -0.95 -1.85 -0.05
H 1.43 0.14 0.21
H 0.29 0.01 -0.25
H 0.35 -0.10 0.22
H 0.47 -0.15 -0.50
H -0.06 0.18 0.01
H 0.02 -0.11 -0.11
H 0.34 0.94 0.46
H 0.17 -0.67 0.17
H 0.75 -0.93 1.41
H -0.53 0.77 0.19
H 0.18 -0.35 -0.24
H -0.20 0.66 -0.16
H -0.09 0.04 -0.10
H 0.25 0.70 -0.32
H 0.00 0.29 0.46
C 0.96 0.74 0.05
O 0.17 -1.11 0.24
C -1.15 -1.01 -0.26
C 0.42 0.69 -1.34
N 0.38 -0.08 1.13
C -0.15 -0.59 -0.72
C -0.13 1.58 0.24
O -0.15 1.40 1.31
C 0.23 -1.01 -2.22
H -0.60 0.01 -0.52
H -0.02 0.06 0.31
H -0.59 0.27 -0.56
H -0.33 0.10 0.26
H 0.48 0.03 0.29
H -0.45 0.27 0.13
H 0.60 -0.21 0.53
H -0.37 -0.12 -0.10
H -0.68 -0.42 -0.22
H 0.98 -0.45 0.36
H 0.08 0.05 0.13
H 0.46 -0.54 -0.25
H -0.41 0.38 0.44
H 0.47 0.51 0.39
H -0.20 -0.57 0.35
C 0.44 -0.72 -0.38
O -0.11 0.26 1.02
C -0.44 0.74 -1.80
C -0.81 -1.53 2.01
N 1.10 -0.01 0.48
C 1.27 0.12 -2.22
C -0.34 -1.43 1.22
O 0.72 0.63 -0.85
C -0.76 0.14 0.15
H 0.14 0.15 0.30
H -0.19 0.38 -0.47
H -0.08 0.56 0.47
H 0.68 -0.54 -0.13
H -0.33 0.04 -0.29
H 0.57 0.52 0.13
H -0.24 -0.46 -0.06
H -1.74 -0.36 1.57
H 0.41 0.26 -0.32
H -0.21 0.71 -0.92
H -0.03 0.98 0.37
H -0.43 -0.44 -0.34
H 0.24 0.12 -0.12
H -0.05 0.25 0.09
H 0.17 -0.37 0.10
C -0.28 -0.11 -0.41
C 0.22 0.52 -1.87
C -0.09 -0.43 -0.25
O -0.01 1.30 1.98
C -0.47 0.01 -1.81
N 0.34 -0.89 1.15
H 0.02 0.23 0.16
H 0.04 -0.04 0.16
H 0.13 0.21 -0.05
H 0.27 -0.25 0.32
H -0.02 0.13 0.34
H 0.16 0.13 -0.14
H 1.23 0.08 -0.56
H -0.89 -0.43 1.73
H -0.04 -0.52 -1.10
H -0.60 -0.67 0.53
H 0.01 0.71 -0.18
C 1.71 0.02 -1.59
C -0.74 0.78 -0.33
C -1.03 0.57 0.57
O 0.04 2.26 -0.33
C -0.64 -0.72 -0.59
N 0.34 -1.58 0.70
H -0.58 0.38 0.15
H 0.13 -0.08 0.77
H 0.05 -0.10 -0.25
H 0.01 -0.59 -0.74
H -0.60 -0.56 0.75
H 0.43 0.43 0.19
H 0.14 -0.68 -0.18
H 0.38 0.23 -0.40
H 0.61 0.20 0.45
H 0.16 0.04 0.33
H -0.39 -0.59 0.50

Results
SMILES: COC[C@H](C)N.COC[C@H](C)N.COCCNCCOC.COCCNCCOC.COCCNCCOC.COCCNCCOC.COCCNCCOC.CCO
Energy relative to the best compared isomer or geometry (same formula, charge and spin) (kJ/mol): 516.31
Total energy (eV): -80183.46674
E_HOMO (eV): -8.57



# 2
A molecular structure, C34H39LuN5O in a non-equilibrium geometry, computed with wB97M-V/def2-TZVPD.

Last column: Mulliken charge in e.
Geometry (Å):
Lu1 0.325 -0.556 0.353  1.133
N1 1.400 -3.609 4.479  -0.780
N2 -0.194 -2.566 -1.457  -0.661
C1 1.278 1.659 0.140  1.239
C2 2.370 0.791 0.465  -0.133
C3 2.410 0.660 1.915  1.388
C4 3.470 0.210 2.676  -1.996
H1 4.303 -0.326 2.218  0.358
H2 2.941 -1.768 3.473  0.419
H3 3.433 0.293 3.767  0.487
C5 1.197 1.263 2.426  0.132
C6 0.879 1.358 3.864  -1.949
H4 1.427 2.162 4.384  0.345
H5 1.130 0.413 4.362  0.341
H6 -0.193 1.542 4.010  0.405
C7 0.567 1.943 1.373  0.524
C8 -0.434 3.026 1.571  -1.764
H7 -1.317 2.672 2.123  0.285
H8 -0.783 3.447 0.620  0.341
H9 -0.001 3.859 2.154  0.377
C9 3.495 0.418 -0.421  -1.269
H10 4.322 1.147 -0.354  0.329
H11 3.185 0.367 -1.476  -0.171
H12 3.889 -0.565 -0.133  0.389
C10 1.133 2.428 -1.128  -1.128
H13 0.089 2.709 -1.335  0.265
H14 1.494 1.860 -1.997  0.071
H15 1.721 3.364 -1.083  0.287
C11 0.340 -4.251 4.948  -0.250
H16 0.306 -4.518 6.015  0.373
C12 -0.763 -4.559 4.129  -0.669
H17 -1.588 -5.067 4.622  0.352
C13 -0.711 -4.283 2.763  -0.384
H18 -1.602 -4.471 2.150  0.421
C14 0.427 -3.698 2.238  -0.373
H19 0.416 -3.330 1.211  0.375
C15 1.453 -3.278 3.152  0.431
C16 2.522 -2.446 2.742  -0.716
H20 2.889 -2.506 1.674  0.250
C17 -0.472 -1.345 -1.990  -0.579
C18 0.779 -3.152 -2.323  -1.030
H21 1.265 -4.112 -2.130  0.375
C19 0.881 -2.405 -3.456  -0.188
H22 1.360 -2.524 -4.410  0.498
N3 0.189 -1.211 -3.207  0.282
C20 0.181 0.001 -3.905  0.318
C21 1.227 0.425 -4.748  1.101
C22 1.057 1.623 -5.459  -1.080
H23 1.862 1.932 -6.126  0.277
C23 -0.059 2.443 -5.306  0.692
C24 -0.224 3.684 -6.130  -1.520
H24 -0.754 4.456 -5.567  0.372
H25 -0.808 3.482 -7.035  0.288
H26 0.741 4.089 -6.444  0.361
C25 -1.010 2.079 -4.345  -0.855
H27 -1.839 2.759 -4.134  0.367
C26 -0.913 0.861 -3.657  1.142
C27 -1.932 0.542 -2.625  -0.914
H28 -1.914 -0.567 -2.345  0.335
H29 -2.937 0.875 -2.934  0.626
H30 -1.707 1.095 -1.696  -0.260
C28 2.547 -0.261 -4.838  -1.498
H31 2.503 -1.297 -5.196  0.310
H32 3.079 -0.232 -3.873  0.120
H33 3.155 0.304 -5.563  0.382
N4 -5.976 0.967 2.184  -0.378
C29 -4.847 0.914 1.420  0.334
O1 -4.785 1.353 0.270  -0.616
C30 -3.677 0.237 2.074  0.485
C31 -3.729 -0.494 3.271  -0.506
C32 -2.564 -1.038 3.812  -1.246
C33 -1.379 -0.938 3.093  -0.170
N5 -1.378 -0.417 1.829  0.260
C34 -2.468 0.297 1.386  -0.272
H34 -6.767 1.495 1.789  0.262
H35 -5.965 0.850 3.175  0.179
H36 -4.679 -0.623 3.781  0.349
H37 -2.546 -1.551 4.775  0.465
H38 -0.409 -1.283 3.472  0.560
H39 -2.315 0.893 0.476  0.298

Atomic forces in eV per Å
Lu 1.31 -0.21 0.07
N -0.42 -0.36 1.28
N 2.23 0.94 -0.67
C -1.42 0.44 0.46
C -0.92 -0.96 0.48
C 1.72 0.30 0.54
C -0.11 0.87 -0.25
H -0.19 0.26 0.24
H 0.37 -0.61 -0.29
H 0.01 -0.29 -0.41
C 0.02 -0.37 -1.00
C -0.34 -0.12 0.37
H -0.02 -0.15 -0.13
H 0.02 0.14 0.07
H 0.06 0.05 0.12
C 0.86 -0.14 -0.95
C -0.51 0.19 -0.11
H 0.05 0.15 0.01
H 0.01 -0.11 0.13
H -0.11 -0.33 -0.15
C 0.34 -0.05 -0.30
H 0.00 -0.18 0.00
H 0.12 -0.01 0.14
H 0.10 0.16 -0.14
C -0.01 0.49 -0.34
H 0.29 -0.07 0.01
H -0.11 0.14 0.12
H -0.09 -0.17 -0.15
C -0.36 0.53 -1.38
H 0.18 0.18 -0.37
C -0.12 -0.64 1.61
H -0.15 0.04 -0.38
C 0.25 0.24 -0.61
H 0.47 -0.02 0.05
C -1.29 -0.18 0.55
H 0.20 -0.33 0.00
C 1.59 1.00 -1.00
C -1.34 -1.01 -1.18
H -0.50 0.42 1.23
C 2.40 -1.26 2.21
C -1.38 -0.49 -0.24
H -0.45 0.34 -0.04
C 0.18 0.90 0.38
H 0.15 -0.39 0.28
N -0.24 -1.16 0.91
C -0.29 0.94 -0.43
C -0.88 0.41 0.08
C -0.04 -0.29 0.26
H -0.16 -0.01 0.07
C -0.08 -0.36 0.45
C -0.03 0.21 -0.09
H 0.04 -0.01 -0.05
H 0.06 0.01 0.09
H -0.08 -0.03 0.03
C 0.47 -0.37 -0.36
H 0.14 -0.30 -0.03
C 0.29 0.41 -0.43
C -1.90 -0.16 0.05
H -0.77 2.14 -0.51
H 0.25 0.13 -0.14
H 0.04 -0.41 -0.13
C 0.81 -0.05 -0.47
H 0.11 0.40 0.15
H -0.23 -0.20 -0.27
H -0.04 -0.27 0.29
N -1.04 0.78 -1.00
C 0.25 0.30 -0.69
O -0.23 -0.50 1.47
C 0.33 0.03 -0.24
C 0.38 0.11 -0.18
C -0.13 0.19 0.11
C -0.13 0.07 -1.32
N -1.35 1.16 1.16
C 1.09 -1.42 0.70
H 0.79 -0.52 0.36
H 0.15 -0.04 0.22
H 0.16 -0.05 0.04
H -0.10 0.18 -0.34
H -0.42 -0.15 -0.25
H -0.36 -0.47 0.26

Results
Total charge: -1
Energy relative to the best compared isomer or geometry (same formula, charge and spin) (kJ/mol): 393.43
Total energy (eV): -79006.11294
E_HOMO (spin up / spin down) (eV): -1.82 / -1.83



Q: Among the records above, which one has the lowest total energy?
A: C40H103N7O13



Q: Among the records above, which one has the lowest total energy?
A: C40H103N7O13



Q: Among the records above, which one has the highest energy relative to the best compared isomer or geometry (same formula, charge and spin)?
A: C40H103N7O13



Q: Which formula does entry 1 have?
A: C40H103N7O13